1.
Entry from OMol25: a cluster of 2 separate species, C5H14NOS in total at a distorted geometry (wB97M-V/def2-TZVPD).

Output
**Frontier orbital gap**: 6.2 eV

```
! wB97M-V def2-TZVPD RIJCOSX def2/J DEFGRID3
* xyz -1 1
C -0.140 1.430 1.206
N -0.990 0.311 1.550
C -1.744 -0.202 0.349
C -1.161 -1.576 -0.071
S -1.739 -2.079 -1.773
C 1.426 1.222 1.184
C 1.984 0.026 0.510
H -0.253 2.245 2.008
H -0.522 1.889 0.304
H -0.292 -0.454 1.972
H -1.618 0.409 -0.557
H -2.808 -0.247 0.599
H -0.041 -1.396 -0.038
H -1.514 -2.427 0.581
H 1.737 1.358 2.289
H 1.855 1.997 0.538
H 2.308 -0.808 1.100
H 1.402 -0.357 -0.303
H 2.878 0.249 -0.093
H -0.839 -1.035 -3.837
H 0.167 -0.045 -3.389
O -0.096 -0.509 -4.129
*
```



2.
Entry from OMol25: a structure of composition C31H24F4N9O2RbSe at a distorted geometry (wB97M-V/def2-TZVPD).

Output
**Frontier orbital gap (spin up / spin down)**: 5.8 / 3.6 eV

```
! wB97M-V def2-TZVPD RIJCOSX def2/J DEFGRID3
* xyz 0 1
Rb -1.311 -0.251 -0.542
N 0.571 -2.549 4.685
C -0.206 -2.006 3.470
C -0.230 -3.050 2.368
C 0.977 -3.048 1.410
N 0.524 -2.580 0.110
C 2.099 -2.138 1.905
C 1.704 -0.711 2.296
N 1.547 0.124 1.106
C 0.384 -0.663 3.092
H 0.163 -3.428 5.005
H 0.526 -1.876 5.453
H 1.554 -2.718 4.464
H -1.207 -1.837 3.866
H -1.129 -2.803 1.801
H -0.407 -4.042 2.794
H 1.386 -4.069 1.373
H -0.193 -3.170 -0.298
H 1.276 -2.522 -0.569
H 2.890 -2.092 1.151
H 2.589 -2.623 2.763
H 2.512 -0.326 2.935
H 2.357 0.069 0.497
H 1.442 1.100 1.364
H -0.395 -0.184 2.496
H 0.481 -0.047 3.991
F 2.759 -0.452 -7.362
C 3.364 -0.203 -6.197
C 4.618 0.329 -6.240
F 5.148 0.558 -7.442
C 5.373 0.653 -5.081
C 4.685 0.355 -3.876
C 3.433 -0.178 -3.839
F 2.918 -0.416 -2.614
C 2.673 -0.493 -4.993
C 1.368 -1.032 -4.960
C 0.688 -1.222 -3.740
N 0.168 -1.373 -2.721
C 0.614 -1.388 -6.113
N -0.065 -1.693 -6.992
F 5.278 0.599 -2.701
C 6.664 1.209 -5.116
C 7.349 1.517 -6.325
N 7.952 1.799 -7.264
C 7.406 1.521 -3.943
N 8.052 1.794 -3.029
Se -0.297 3.313 0.733
C -1.203 4.950 0.605
C -1.765 5.364 -0.602
C -2.422 6.584 -0.640
N -2.561 7.378 0.418
C -2.026 6.975 1.567
C -1.334 5.783 1.716
H -1.689 4.749 -1.488
H -2.861 6.934 -1.566
H -2.152 7.638 2.414
H -0.906 5.507 2.669
O -3.456 -1.601 -0.196
C -3.688 -1.355 0.984
N -2.744 -0.955 1.896
C -3.367 -0.804 3.106
O -2.817 -0.540 4.171
C -4.843 -1.071 2.956
C -5.885 -1.027 3.857
C -7.154 -1.349 3.377
C -7.352 -1.703 2.045
C -6.286 -1.750 1.148
C -5.040 -1.424 1.637
H -5.723 -0.750 4.890
H -8.002 -1.322 4.048
H -8.349 -1.944 1.703
H -6.427 -2.024 0.111
*
```



3.
Entry from OMol25: the ion C5H11N4O2 with charge +1 at a distorted geometry (wB97M-V/def2-TZVPD).

Output
**Frontier orbital gap**: 8.6 eV

```
! wB97M-V def2-TZVPD RIJCOSX def2/J DEFGRID3
* xyz 1 1
C -0.385 0.364 0.562
C -3.764 -0.468 0.828
C -2.494 0.239 0.895
C 2.282 0.079 -2.249
C 1.062 -0.273 -1.349
N -1.446 -0.032 -0.010
N -0.519 0.644 1.928
N 0.850 0.402 -0.091
N 1.992 0.003 0.737
O -3.552 0.971 0.618
O -1.868 0.456 2.232
H -3.790 -1.166 -0.010
H -4.292 -0.712 1.673
H 2.233 0.960 -2.822
H 3.136 0.032 -1.585
H 2.254 -0.728 -3.027
H 0.113 -0.212 -2.074
H 1.213 -1.344 -1.226
H 0.067 1.322 2.444
H 1.722 -0.094 1.724
H 2.330 -0.962 0.399
H 2.855 0.519 0.404
*
```



4.
Entry from OMol25: the ion C7H9N4 with charge +1 at a distorted geometry (wB97M-V/def2-TZVPD).

Output
**Frontier orbital gap**: 7.9 eV

```
! wB97M-V def2-TZVPD RIJCOSX def2/J DEFGRID3
* xyz 1 1
C 3.088 -0.499 -0.810
C 2.112 -1.148 -0.139
C -2.798 1.195 -0.027
C -2.019 0.764 1.027
C 1.906 1.039 0.038
C -1.459 -0.415 -0.747
C -0.016 -0.798 1.250
N 2.930 0.847 -0.753
N -2.404 0.421 -1.143
N 1.438 -0.143 0.462
N -1.133 -0.250 0.551
H 3.729 -0.854 -1.638
H 2.072 -2.158 0.132
H -3.600 2.010 -0.158
H -1.928 1.012 2.156
H 1.296 1.901 0.118
H -0.787 -1.007 -1.382
H 0.278 -1.810 0.845
H 0.035 -0.605 2.297
H -2.739 0.498 -2.081
*
```



Computed relative energy (zero: lowest compared OMol25 entry of this formula, charge and spin), in the same sequence as the records: 40.0; 10.7; 136.0; 64.0 kcal/mol.
Computed total energy, in the same sequence as the records: -727.067761; -4663.892558; -566.172069; -490.835055 hartree.